Entry i
Molecular formula: C4H6N4
Method: DFT, the ωB97M-V functional and the def2-TZVPD basis

Atoms and positions in Å:
H -0.737 1.622 1.339
N 0.125 2.020 0.934
C 0.429 1.131 0.076
C 1.653 1.005 -0.829
N 1.847 -0.182 -1.299
C 0.575 -0.752 -0.876
N -0.190 -1.795 -1.472
H -1.076 -1.976 -1.138
N -0.023 -0.078 0.106
C -0.928 -0.569 0.878
H 2.321 1.792 -0.873
H -0.744 -1.636 1.019
H -1.955 -0.592 0.318
H -1.296 0.009 1.816

As for the net charge: 0. For the HOMO-LUMO gap, the calculation gives 8.4 eV. As for the SMILES: [H]/N=C1C=N/C(=N/[H])N/1C.


Entry ii
Molecular formula: C4H6N4
Method: DFT, the ωB97M-V functional and the def2-TZVPD basis

Atoms and positions in Å:
C 1.238 0.309 -2.827
C -0.240 0.003 0.462
C -0.218 -1.122 1.218
C -1.232 0.644 2.113
H 2.264 0.176 -2.213
H 1.443 1.304 -3.327
H 0.860 -0.611 -3.398
H 0.135 -2.109 0.914
H -1.065 -0.676 3.359
H -1.893 1.162 2.770
N -0.077 0.626 -1.642
N 0.398 -0.233 -0.778
N -1.022 -0.705 2.295
N -0.591 1.232 1.055

As for the net charge: 0. For the HOMO-LUMO gap, the calculation gives 9.1 eV.


Entry iii
Molecular formula: C4H6N4
Method: DFT, the ωB97M-V functional and the def2-TZVPD basis

Atoms and positions in Å:
H -1.730 0.596 0.786
N -2.427 0.036 0.113
N -1.792 -0.048 -0.945
C -0.484 0.428 -0.851
C 0.381 0.961 -1.796
N 1.692 0.837 -1.413
N 1.612 0.245 -0.157
C 0.322 -0.085 0.185
C -0.016 -0.842 1.357
H 0.185 1.291 -2.808
H 2.495 -0.099 0.338
H -0.926 -1.425 1.313
H 0.845 -1.606 1.568
H -0.159 -0.288 2.306

As for the net charge: 0. For the HOMO-LUMO gap, the calculation gives 10.0 eV. As for the SMILES: [H]/N=N\c1cn[nH]c1C.


Here are the energies relative to the best structure, in hartree: entry i 0.0335; entry ii 0.0761; entry iii 0.0000.


Entry i
Molecular formula: C4H6N4
Method: DFT, the ωB97M-V functional and the def2-TZVPD basis

Atoms and positions in Å:
C -1.087 -0.326 -0.135
C 0.293 -0.085 -0.121
C 1.130 1.065 -0.184
C 2.270 -0.729 0.218
H -3.768 0.335 1.303
H -3.172 -1.191 -0.286
H -1.178 -1.508 -0.368
H 0.810 2.201 -0.089
H 3.180 1.295 -0.351
H 3.322 -0.992 0.120
N -3.337 0.074 0.030
N -2.094 0.481 -0.012
N 2.318 0.663 0.177
N 0.994 -1.173 -0.054

As for the net charge: 0. For the HOMO-LUMO gap, the calculation gives 8.2 eV.


Entry ii
Molecular formula: C4H6N4
Method: DFT, the ωB97M-V functional and the def2-TZVPD basis

Atoms and positions in Å:
H 0.870 -0.200 2.249
N 0.360 -0.999 1.733
C 0.075 -0.750 0.492
C -0.378 -1.765 -0.291
N -0.893 -1.702 -1.409
C -0.715 -0.351 -1.891
N -0.165 0.671 -1.400
N 0.213 0.432 -0.090
C 0.429 1.655 0.676
H -0.311 -2.789 0.266
H -1.307 -0.180 -2.860
H -0.564 2.221 1.161
H 1.314 1.272 1.489
H 1.070 2.485 -0.125

As for the net charge: 0. For the HOMO-LUMO gap, the calculation gives 8.7 eV. As for the SMILES: [H]/N=c1/cncnn1C.


Here are the energies relative to the best structure, in hartree: entry i 0.0798; entry ii 0.0000.


Entry i
Molecular formula: Cl3OPS
Method: DFT, the ωB97M-V functional and the def2-TZVPD basis

Atoms and positions in Å:
O 0.165 0.820 -1.427
P -0.070 -0.196 -0.425
S -1.016 0.233 1.419
Cl 2.328 -1.241 -0.066
Cl -0.705 -1.900 -1.163
Cl -0.702 2.284 1.661

As for the net charge: 0. For the HOMO-LUMO gap, the calculation gives 8.2 eV.


Entry ii
Molecular formula: Cl3OPS
Method: DFT, the ωB97M-V functional and the def2-TZVPD basis

Atoms and positions in Å:
O 1.939 -0.826 -0.439
P -0.686 0.056 0.244
S 1.216 -2.007 0.116
Cl -1.213 0.386 -1.706
Cl 0.795 1.353 0.674
Cl -2.051 1.039 1.110

As for the net charge: 0. For the HOMO-LUMO gap (alpha / beta), the calculation gives 7.2 / 7.3 eV.


Here are the energies relative to the best structure, in hartree: entry i 0.0000; entry ii 0.0401.


Entry i
Molecular formula: C6H42N2O13
Method: DFT, the ωB97M-V functional and the def2-TZVPD basis

Atoms and positions in Å:
C 0.630 -0.649 -1.384
N -0.159 0.519 -0.952
C -0.733 0.577 0.361
C -1.916 1.539 0.450
N -1.426 2.927 0.390
C 2.138 -0.273 -1.335
C 2.814 -1.630 0.644
C 2.699 -0.212 0.062
H 0.342 -1.499 -0.775
H 0.323 -0.767 -2.418
H 0.307 1.389 -1.172
H -0.033 0.851 1.166
H -1.125 -0.404 0.660
H -2.421 1.329 -0.501
H -2.534 1.426 1.338
H -2.168 3.552 0.733
H -0.739 3.094 1.124
H 2.724 -1.005 -1.874
H 2.018 0.663 -1.886
H 3.037 -1.704 1.710
H 1.858 -2.150 0.535
H 3.558 -2.213 0.127
H 3.730 0.139 0.048
H 2.308 0.430 0.854
H -0.759 -4.250 1.094
H -0.901 -3.617 -0.281
O -0.328 -3.611 0.522
H -1.921 -3.477 -2.443
H -0.968 -4.681 -2.291
O -1.492 -4.064 -1.766
H -0.719 0.636 -3.150
H -0.512 -0.035 -4.466
O -1.106 -0.050 -3.718
H -0.180 -1.555 5.195
H 1.282 -1.318 4.857
O 0.460 -0.856 4.986
H 0.973 3.096 -0.532
H 1.080 3.515 -1.944
O 1.616 3.038 -1.288
H -4.505 -0.860 -0.430
H -2.995 -0.604 -0.803
O -3.674 -1.273 -0.688
H -1.326 2.049 -1.940
H -1.217 3.408 -2.697
O -0.872 2.504 -2.654
H -3.020 -1.904 1.884
H -1.743 -2.014 2.890
O -2.721 -2.123 2.763
H 0.176 -1.090 2.724
H 0.044 -2.302 1.832
O 0.152 -2.062 2.769
H -2.147 -1.433 -3.327
H -3.232 -2.159 -2.242
O -2.721 -2.189 -3.078
H 3.415 2.407 -1.586
H 4.658 1.489 -1.002
O 4.197 2.337 -1.007
H -0.220 3.326 3.261
H -0.400 1.971 3.726
O -0.931 2.664 3.311
H 2.547 3.808 1.098
H 2.291 2.350 0.917
O 2.490 3.000 1.598

As for the net charge: 0. For the HOMO-LUMO gap, the calculation gives 9.2 eV.


Entry ii
Molecular formula: C6H42N2O13
Method: DFT, the ωB97M-V functional and the def2-TZVPD basis

Atoms and positions in Å:
C 0.506 -1.572 0.125
N 1.802 -1.719 -0.512
C 2.802 -2.565 0.229
C 1.339 -2.022 -1.917
C 0.390 -0.447 1.405
C -0.056 0.757 0.568
N -0.579 -1.079 2.214
C -0.844 -0.316 3.444
H 0.248 -2.551 0.768
H -0.342 -1.419 -0.502
H 3.732 -1.942 -0.042
H 2.599 -2.688 1.326
H 2.902 -3.434 -0.253
H 2.158 -2.434 -2.547
H 0.379 -2.752 -1.968
H 1.069 -1.015 -2.271
H 1.580 -0.280 1.731
H 0.558 1.097 -0.297
H -1.103 0.640 0.376
H -0.053 1.700 1.329
H -1.407 -1.364 1.778
H 0.009 -0.227 4.193
H -1.577 -0.815 4.039
H -1.095 0.816 3.545
H 1.065 -2.141 4.540
H 0.628 -2.315 3.012
O 1.485 -1.994 3.673
H -2.567 -2.888 -1.581
H -2.040 -4.474 -1.273
O -1.735 -3.541 -1.342
H 1.180 3.716 -2.779
H 2.470 3.069 -2.190
O 1.479 3.171 -2.019
H -0.832 -3.759 0.786
H -0.316 -4.973 1.523
O -0.393 -3.992 1.645
H -2.956 0.698 -3.156
H -3.473 -0.205 -2.106
O -2.832 0.682 -2.163
H 2.540 0.456 -3.839
H 1.079 1.122 -4.382
O 2.035 0.938 -4.600
H 0.691 3.665 1.686
H 1.358 3.867 2.963
O 0.567 4.024 2.594
H -1.099 -1.230 -4.026
H -1.264 -0.074 -4.898
O -1.838 -0.723 -4.519
H 2.536 3.442 0.873
H 1.928 2.605 -0.127
O 2.326 3.453 -0.012
H -3.284 2.829 0.330
H -3.141 1.518 -0.562
O -3.606 1.866 0.244
H 0.235 2.015 -2.666
H -1.104 1.720 -3.263
O -0.166 1.411 -3.158
H 1.350 1.024 3.009
H 2.541 1.007 2.194
O 1.926 1.624 2.476
H -2.619 0.522 2.530
H -3.786 1.475 2.431
O -3.518 0.648 2.773

As for the net charge: 0. For the HOMO-LUMO gap, the calculation gives 7.4 eV.


Here are the energies relative to the best structure, in hartree: entry i 0.0000; entry ii 0.2675.


Entry i
Molecular formula: C20H30N2O5
Method: DFT, the ωB97M-V functional and the def2-TZVPD basis

Atoms and positions in Å:
C -5.258 -3.081 0.140
H -6.202 -3.352 0.199
O -5.086 -1.595 0.174
C -3.983 -1.102 0.034
C -2.824 -1.898 -0.370
C -1.732 -1.073 -0.316
C -1.798 0.266 -0.066
C -2.908 1.084 -0.046
C -4.129 0.358 0.122
O -5.273 0.770 0.503
C -5.676 2.382 0.372
H -6.803 2.341 0.370
H -5.108 2.619 0.998
H -5.319 2.633 -0.603
O -2.954 2.405 0.131
C -1.835 3.140 0.232
H -1.308 2.906 -0.846
H -2.097 4.154 0.349
H -0.909 2.997 0.787
H -0.815 0.978 -0.250
C -0.431 -1.638 -0.825
O 0.305 -0.984 -1.310
N -0.208 -2.730 -0.109
H -0.991 -3.101 0.637
C 0.807 -3.678 -0.697
H 0.973 -4.463 0.419
H 0.483 -4.648 -1.303
C 2.231 -3.125 -0.805
H 2.076 -2.708 -1.558
H 2.896 -4.172 -0.869
C 2.743 -2.378 0.363
O 3.096 -3.052 1.304
N 2.758 -1.123 0.233
H 2.229 -0.936 -0.629
C 3.141 -0.272 1.204
C 2.168 1.093 1.445
C 2.032 1.803 0.011
C 3.352 2.430 0.070
C 3.192 3.349 -1.407
H 2.736 2.855 -2.178
H 4.248 3.670 -1.530
H 2.363 4.182 -0.994
C 4.271 1.253 -0.415
C 4.468 0.268 0.815
H 5.124 -0.332 0.520
H 5.055 0.939 1.609
H 4.126 0.583 -1.252
H 5.470 1.584 -0.660
H 3.733 3.112 0.540
H 1.489 1.293 -0.616
H 1.319 2.646 0.348
H 1.184 0.473 1.576
H 2.607 1.550 2.174
H 3.377 -0.858 2.227
H -2.726 -2.856 -0.256
H -4.953 -3.304 -0.735
H -4.725 -3.657 0.740

As for the net charge: 0. For the HOMO-LUMO gap, the calculation gives 7.6 eV.


Entry ii
Molecular formula: C20H30N2O5
Method: DFT, the ωB97M-V functional and the def2-TZVPD basis

Atoms and positions in Å:
C -3.634 6.733 -0.263
C -3.451 5.762 0.902
O -2.519 4.730 0.640
C -1.157 5.102 0.678
C -0.604 5.319 2.095
C -1.062 4.220 3.065
N -0.868 2.899 2.525
C 0.228 2.154 2.796
O 1.066 2.497 3.611
C 0.316 0.857 2.065
C -0.264 0.621 0.830
C -0.108 -0.609 0.208
C 0.620 -1.625 0.806
O 0.817 -2.873 0.308
C 0.320 -3.224 -0.969
C 0.309 -4.753 -1.038
C -0.135 -5.215 -2.424
N 0.719 -4.647 -3.447
C 1.534 -5.463 -4.163
C 2.466 -4.800 -5.156
O 1.499 -6.671 -4.030
C 0.724 -3.205 -3.444
C 1.210 -2.678 -2.092
C 1.227 -1.384 2.063
O 1.935 -2.424 2.578
C 2.570 -2.242 3.820
C 1.072 -0.152 2.664
H -2.736 7.323 -0.430
H -4.454 7.410 -0.043
H -3.863 6.182 -1.172
H -4.392 5.237 1.091
H -3.174 6.315 1.809
H -0.975 5.999 0.072
H -0.631 4.267 0.208
H 0.484 5.320 2.031
H -0.921 6.286 2.490
H -2.123 4.344 3.294
H -0.481 4.284 3.987
H -1.523 2.605 1.819
H -0.822 1.389 0.313
H -0.569 -0.759 -0.756
H -0.710 -2.854 -1.093
H -0.360 -5.151 -0.276
H 1.316 -5.116 -0.829
H -0.069 -6.301 -2.507
H -1.169 -4.901 -2.611
H 1.906 -4.236 -5.898
H 3.166 -4.138 -4.650
H 3.026 -5.584 -5.659
H 1.352 -2.819 -4.243
H -0.303 -2.857 -3.619
H 1.205 -1.587 -2.091
H 2.233 -3.013 -1.910
H 3.309 -1.435 3.780
H 3.073 -3.183 4.033
H 1.847 -2.029 4.614
H 1.529 0.076 3.614

As for the net charge: 0. For the HOMO-LUMO gap, the calculation gives 8.8 eV. As for the SMILES: CCOCCCNC(=O)c1ccc(OC2CCN(C(C)=O)CC2)c(OC)c1.


Here are the energies relative to the best structure, in hartree: entry i 0.7110; entry ii 0.0000.